# 1
{
  "formula": "C2H5N3OS2",
  "method": "ωB97M-V with the def2-TZVPD basis set",
  "de_lowest_kj_mol": 265.93,
  "homo_energy_ha": -0.323,
  "gap_ev": 9.00,
  "smiles": "[H]/N=C(/N)SC(=O)NS",
  "max_force_ha_per_bohr": 0.121,
  "energy_ev": -30340.512,
  "elements": ["H", "N", "C", "N", "S", "C", "O", "N", "S", "H", "H", "H", "H"],
  "coordinates": [[-3.26141, -1.33421, 0.51902], [-3.32599, -0.24700, 0.56124], [-2.25653, 0.11976, -0.02490], [-1.96914, 1.33187, -0.63468], [-0.89429, -1.05607, -0.18019], [0.45713, -0.04940, 0.12389], [0.33252, 1.17025, 0.49976], [1.76033, -0.70036, -0.08154], [3.11994, 0.15476, -0.05527], [-0.97126, 1.66606, -0.25500], [-2.95594, 2.06396, -0.82544], [1.73647, -1.66452, -0.27088], [2.72165, 1.21382, 1.09236]]
}

# 2
{
  "formula": "C22H49N2P3PdSSe",
  "method": "ωB97M-V with the def2-TZVPD basis set",
  "s2": 6.044,
  "de_lowest_kj_mol": 191.17,
  "homo_energy_ha": [-0.717, -0.709],
  "gap_ev": [8.13, 4.57],
  "charge": 4,
  "max_force_ha_per_bohr": 0.060,
  "spin_multiplicity": 5,
  "energy_ev": -134072.941,
  "elements": ["Pd", "P", "P", "P", "H", "C", "C", "H", "C", "C", "C", "C", "C", "C", "C", "C", "C", "H", "H", "H", "H", "H", "H", "H", "H", "H", "H", "H", "H", "H", "H", "H", "H", "H", "H", "H", "H", "H", "H", "H", "H", "H", "H", "H", "H", "H", "C", "C", "C", "C", "C", "C", "Se", "H", "H", "H", "H", "H", "H", "C", "N", "C", "C", "S", "N", "C", "C", "H", "H", "H", "H", "H", "H", "H", "H", "H", "H", "H", "H"],
  "coordinates": [[-0.77584, -0.28127, -1.63686], [-2.95409, -0.18152, -0.94914], [0.23254, -2.25597, -0.67516], [0.05951, 2.23360, -0.77400], [3.26579, -0.84014, -1.41888], [3.17460, 0.10982, -0.90166], [2.98670, 0.12889, 0.42030], [2.90375, -0.82390, 0.96602], [-3.66921, -0.30342, -2.64279], [-3.48356, -1.61043, 0.04551], [-3.59858, 1.29860, -0.11650], [1.86807, -3.06844, -0.66186], [-0.32714, -3.02035, 0.90954], [-0.59885, -3.34266, -1.89317], [1.66397, 3.14326, -0.78527], [-0.57272, 2.94575, 0.81186], [-0.81130, 3.33943, -1.96808], [3.11627, 1.03168, -1.49068], [2.86470, 1.05641, 0.98075], [-4.76276, -0.41766, -2.73238], [-3.17965, -1.14815, -3.13235], [-3.36002, 0.57879, -3.20625], [-4.57939, -1.77134, 0.16144], [-3.06704, -1.53568, 1.05578], [-3.06233, -2.51152, -0.40310], [-4.70283, 1.37467, 0.01725], [-3.27158, 2.17979, -0.67097], [-3.15806, 1.37584, 0.88268], [1.66918, -4.13964, -0.79888], [2.33449, -2.92027, 0.31535], [2.53332, -2.72542, -1.46078], [0.00006, -4.07371, 0.94495], [-1.41982, -2.96923, 0.99034], [0.12124, -2.46955, 1.75236], [-0.17807, -4.33975, -1.72100], [-0.37131, -2.99418, -2.90677], [-1.68382, -3.35319, -1.74018], [1.47862, 4.20883, -0.95286], [2.31637, 2.78418, -1.58358], [2.17078, 3.01902, 0.17447], [-0.07129, 3.91427, 0.97175], [-0.34462, 2.27084, 1.65391], [-1.65871, 3.10541, 0.77479], [-0.45019, 4.36928, -1.83264], [-1.89488, 3.31565, -1.80909], [-0.58102, 2.99461, -2.98581], [1.15886, 0.21341, -5.18687], [2.47287, -0.02514, -4.77822], [3.49662, -0.11055, -5.72236], [3.21630, 0.10923, -7.08228], [1.89519, 0.42105, -7.49550], [0.86818, 0.48327, -6.54391], [-0.39207, 0.26649, -4.02513], [0.20142, -1.03904, -2.76414], [2.69131, -0.16776, -3.70388], [4.52676, -0.36255, -5.39955], [4.01035, 0.04044, -7.83971], [1.67265, 0.59734, -8.55423], [-0.14641, 0.72153, -6.81113], [2.20119, -0.57486, 4.32043], [1.05693, -0.18139, 5.10110], [1.33342, 0.50561, 6.36141], [-0.13136, 0.02667, 4.46504], [-0.30246, -0.01576, 2.76728], [-1.20996, 0.30966, 5.26759], [-1.39886, -0.43621, 6.53140], [-2.44782, 0.76491, 4.65311], [3.00936, -0.78481, 5.02131], [2.50192, 0.18842, 3.59546], [1.97251, -1.47759, 3.74952], [0.67318, 1.37068, 6.50224], [1.19620, -0.18645, 7.20361], [2.36883, 0.83378, 6.34399], [-1.22096, 0.22935, 7.37986], [-2.44605, -0.74218, 6.57043], [-0.75248, -1.31549, 6.60206], [-2.22280, 1.58703, 3.97912], [-2.91429, -0.03086, 4.06405], [-3.10989, 1.10055, 5.44955]]
}

# 3
{
  "formula": "C43H102IN2O13PS",
  "method": "ωB97M-V with the def2-TZVPD basis set",
  "homo_energy_ha": -0.345,
  "gap_ev": 9.17,
  "smiles": "CCCCCCCC[C@](C#N)([C@@H](C#N)C[SH](=O)=O)P(O)I.CC(C)O.CC(C)O.CC(C)O.CC(C)O.CC(C)O.CC(C)O.CC(C)O.CC(C)O.CC(C)O.CC(C)O",
  "max_force_ha_per_bohr": 0.066,
  "energy_ev": -104065.999,
  "elements": ["C", "C", "C", "C", "C", "C", "C", "C", "C", "C", "N", "C", "C", "N", "C", "S", "O", "O", "P", "O", "I", "H", "H", "H", "H", "H", "H", "H", "H", "H", "H", "H", "H", "H", "H", "H", "H", "H", "H", "H", "H", "H", "H", "C", "C", "C", "O", "H", "H", "H", "H", "H", "H", "H", "H", "C", "C", "C", "O", "H", "H", "H", "H", "H", "H", "H", "H", "C", "C", "C", "O", "H", "H", "H", "H", "H", "H", "H", "H", "C", "C", "C", "O", "H", "H", "H", "H", "H", "H", "H", "H", "C", "C", "C", "O", "H", "H", "H", "H", "H", "H", "H", "H", "C", "C", "C", "O", "H", "H", "H", "H", "H", "H", "H", "H", "C", "C", "C", "O", "H", "H", "H", "H", "H", "H", "H", "H", "C", "C", "C", "O", "H", "H", "H", "H", "H", "H", "H", "H", "C", "C", "C", "O", "H", "H", "H", "H", "H", "H", "H", "H", "C", "C", "C", "O", "H", "H", "H", "H", "H", "H", "H", "H"],
  "coordinates": [[-0.53215, 1.43486, 7.24727], [-1.90623, 2.08597, 7.06326], [-1.83479, 3.25878, 6.07100], [-2.84426, 3.07081, 4.92501], [-2.56936, 4.12230, 3.84282], [-1.70756, 3.65721, 2.66978], [-0.61018, 2.65564, 3.01660], [-0.10489, 1.92273, 1.74658], [1.38406, 2.14626, 1.43393], [2.13522, 1.50668, 2.48910], [2.76394, 0.97363, 3.32212], [1.75901, 3.62874, 1.34320], [3.15104, 3.86413, 1.01543], [4.26818, 4.04431, 0.72913], [0.90710, 4.44318, 0.35128], [0.86136, 6.18007, 0.87103], [1.83632, 6.88150, 0.10266], [-0.48446, 6.64736, 0.87610], [1.70164, 1.23574, -0.21203], [1.08293, -0.25564, 0.10904], [4.06191, 0.73514, -0.31815], [-0.38107, 0.62596, 6.54942], [-0.41856, 1.01620, 8.23876], [0.23008, 2.18617, 7.11443], [-2.62344, 1.36092, 6.70890], [-2.24486, 2.42569, 8.03006], [-0.85611, 3.37788, 5.63341], [-2.14328, 4.15889, 6.55998], [-2.83183, 2.05592, 4.55463], [-3.81397, 3.29795, 5.34189], [-3.52601, 4.41444, 3.42795], [-2.17747, 5.01219, 4.31127], [-2.33302, 3.31476, 1.85961], [-1.21422, 4.54214, 2.28996], [0.20555, 3.16596, 3.50947], [-0.95570, 1.88316, 3.68376], [-0.67400, 2.24938, 0.88557], [-0.29635, 0.86962, 1.86879], [1.62485, 4.05300, 2.32944], [-0.12269, 4.13305, 0.31734], [1.32992, 4.42538, -0.63620], [1.31353, 6.14572, 2.15844], [0.12336, -0.21975, 0.10409], [0.53392, 8.15274, 7.08796], [0.31976, 6.97243, 6.15327], [0.02377, 7.43387, 4.73240], [-0.74544, 6.14987, 6.62939], [-0.36636, 8.77125, 7.13424], [0.74213, 7.80478, 8.09950], [1.36459, 8.77707, 6.75622], [1.20960, 6.34134, 6.15371], [-0.89199, 8.02898, 4.70234], [-0.13120, 6.57480, 4.07521], [0.83958, 8.03918, 4.33244], [-1.54746, 6.68214, 6.64251], [0.65523, -3.78038, -2.25945], [1.88494, -3.02310, -2.73279], [3.04991, -3.16751, -1.77157], [1.57135, -1.63732, -2.89573], [0.30976, -3.39595, -1.29487], [-0.15941, -3.65220, -2.97039], [0.85863, -4.84618, -2.15567], [2.17798, -3.39172, -3.71736], [2.78883, -2.75374, -0.79345], [3.91159, -2.60858, -2.13977], [3.34066, -4.21096, -1.64010], [1.31695, -1.29929, -2.02994], [-5.35922, -1.36860, 5.12384], [-4.08449, -1.52792, 5.93999], [-4.08348, -2.83599, 6.71614], [-3.94383, -0.43242, 6.83909], [-6.23220, -1.35475, 5.78131], [-5.34736, -0.42435, 4.57813], [-5.47846, -2.18388, 4.40794], [-3.21884, -1.49619, 5.27546], [-4.91777, -2.86603, 7.42361], [-3.16506, -2.93434, 7.29755], [-4.16512, -3.69418, 6.04616], [-4.69588, -0.43783, 7.44341], [1.58755, -6.12734, -5.89117], [0.07437, -6.15064, -6.05243], [-0.33282, -5.65548, -7.42985], [-0.53451, -5.34737, -5.04032], [1.96717, -5.10735, -5.99915], [1.87237, -6.47835, -4.89788], [2.07538, -6.75684, -6.63657], [-0.29361, -7.16554, -5.89553], [-0.00104, -4.62530, -7.57353], [-1.41877, -5.66899, -7.53769], [0.10324, -6.26997, -8.21881], [-0.22699, -4.44367, -5.16220], [1.62809, -2.03201, -10.92844], [0.75735, -2.12438, -9.68590], [0.71098, -0.79620, -8.94508], [1.24166, -3.14977, -8.81461], [2.65746, -1.78031, -10.65827], [1.65600, -2.99107, -11.44690], [1.26132, -1.27527, -11.61904], [-0.25365, -2.42067, -9.96899], [1.71263, -0.50853, -8.61451], [0.08532, -0.87478, -8.05516], [0.31571, -0.00236, -9.58067], [2.13587, -2.91113, -8.54932], [4.42047, 0.58136, -4.43578], [5.44819, 1.60347, -4.89403], [5.34324, 2.89227, -4.09202], [5.28166, 1.87869, -6.28614], [3.40509, 0.96045, -4.57914], [4.50429, -0.33533, -5.02062], [4.54988, 0.33721, -3.38080], [6.45146, 1.18800, -4.78558], [4.35736, 3.34585, -4.22679], [6.08347, 3.61664, -4.43231], [5.49624, 2.71214, -3.02663], [4.40172, 2.24692, -6.40662], [7.66809, -2.61586, -7.12897], [6.46757, -2.47622, -6.20590], [6.85236, -2.70017, -4.75109], [5.44762, -3.40277, -6.58528], [8.08745, -3.62365, -7.06146], [7.37235, -2.45571, -8.16566], [8.44939, -1.89840, -6.87504], [6.03723, -1.48082, -6.31998], [7.24677, -3.70989, -4.60720], [5.97896, -2.59963, -4.10522], [7.60979, -1.98470, -4.42687], [5.80790, -4.28937, -6.49162], [-6.64400, -5.72157, 7.96676], [-6.53301, -4.85070, 9.20912], [-7.33180, -5.42615, 10.36850], [-6.98774, -3.52877, 8.91231], [-7.68261, -5.78731, 7.63176], [-6.06843, -5.29083, 7.14727], [-6.27856, -6.73159, 8.15660], [-5.48507, -4.76034, 9.49871], [-8.39255, -5.48313, 10.11044], [-7.24504, -4.78675, 11.24716], [-6.98625, -6.42696, 10.63025], [-7.91187, -3.58953, 8.65349], [1.50512, 0.48470, -15.92755], [0.87541, 0.20168, -14.57220], [-0.02878, 1.34273, -14.13032], [1.89263, -0.02389, -13.59573], [2.12553, 1.38368, -15.88042], [2.15056, -0.34040, -16.22847], [0.74463, 0.63031, -16.69576], [0.29785, -0.72180, -14.62447], [0.54513, 2.26769, -14.02844], [-0.47077, 1.12579, -13.15744], [-0.83260, 1.51280, -14.84763], [2.41991, 0.77782, -13.52892], [-2.81078, 0.06786, 11.41787], [-4.28745, 0.21359, 11.08387], [-5.16240, -0.52224, 12.08761], [-4.53806, -0.27310, 9.76698], [-2.51429, -0.98420, 11.38813], [-2.20013, 0.59823, 10.68671], [-2.58797, 0.46155, 12.41052], [-4.55562, 1.27036, 11.07200], [-4.93729, -1.59222, 12.07819], [-6.21580, -0.41035, 11.83074], [-5.00770, -0.14546, 13.09966], [-4.30895, -1.20781, 9.74861]]
}

# 4
{
  "formula": "C5H3N3",
  "method": "ωB97M-V with the def2-TZVPD basis set",
  "de_lowest_kj_mol": 614.76,
  "homo_energy_ha": -0.320,
  "gap_ev": 8.93,
  "max_force_ha_per_bohr": 0.104,
  "energy_ev": -9696.448,
  "elements": ["C", "C", "C", "C", "C", "N", "N", "N", "H", "H", "H"],
  "coordinates": [[3.22122, -0.66893, -0.44312], [2.19185, -0.06534, -0.39915], [0.05773, 0.45582, 0.52639], [-1.13384, 0.21101, 0.67726], [-2.54279, -0.43908, -0.20164], [-2.67638, -0.63846, -1.33869], [1.04595, 0.68124, -0.46774], [-2.38300, -0.14829, 1.06972], [4.10682, -1.25939, -0.28648], [1.24905, 1.62413, -0.68934], [-3.13659, 0.24729, 1.55280]]
}